C38H47F6N3O7S3Si2Ta as an isolated structure at a distorted geometry. Source: the Open Molecules 2025 dataset; level of theory: ωB97M-V with the def2-TZVPD basis set.

The geometry in XYZ format:
```
107
Properties=species:S:1:pos:R:3:forces:R:3:mulliken_charge:R:1
Ta -0.223 0.539 -1.030 1.690 -1.407 0.389 0.685
C -1.372 -1.353 3.436 0.030 0.029 0.101 -1.486
C -1.398 -0.154 2.505 -0.083 -0.020 -0.034 1.530
C -0.298 0.830 2.840 -0.017 0.030 0.015 -1.664
C -2.748 0.549 2.556 -0.004 -0.026 0.040 -1.187
O -1.107 -0.649 1.137 0.257 0.209 -0.135 -0.100
Si -1.872 -1.904 0.351 -0.201 0.062 -0.041 -0.598
S -0.883 -1.661 -1.539 -0.014 0.333 -0.262 -0.976
O -3.456 -1.563 0.287 0.075 -0.019 0.001 0.937
C -4.627 -2.436 0.333 0.025 0.066 0.039 1.677
C -5.831 -1.537 0.102 -0.002 -0.038 0.023 -1.648
C -4.729 -3.068 1.714 -0.038 -0.001 -0.028 -1.317
C -4.515 -3.474 -0.769 -0.072 -0.043 0.000 -1.341
O -1.693 -3.371 0.952 0.013 -0.105 0.107 0.901
C -0.859 -4.555 1.014 0.029 0.079 -0.040 1.929
C -1.255 -5.278 2.292 0.035 0.045 -0.065 -1.773
C 0.594 -4.129 1.049 -0.075 -0.040 -0.060 -1.416
C -1.152 -5.403 -0.213 0.016 -0.009 0.030 -1.756
H -1.451 -1.013 4.468 -0.001 0.014 0.033 0.550
H -0.442 -1.910 3.326 0.058 -0.018 -0.009 0.192
H -2.205 -2.028 3.243 -0.065 -0.045 -0.035 0.243
H -0.511 1.310 3.795 -0.030 -0.003 0.025 0.663
H -0.238 1.622 2.092 0.006 0.007 -0.044 0.141
H 0.667 0.338 2.922 0.008 -0.025 0.045 0.395
H -2.983 0.768 3.599 0.022 -0.003 0.006 0.558
H -3.536 -0.077 2.150 -0.049 -0.047 -0.024 -0.097
H -2.729 1.491 2.016 0.015 0.048 -0.047 0.047
H -5.829 -0.708 0.809 0.011 0.034 0.029 0.311
H -6.748 -2.108 0.251 -0.020 -0.025 0.007 0.474
H -5.845 -1.145 -0.910 0.030 0.026 -0.070 0.292
H -4.845 -2.295 2.475 0.000 0.042 0.040 0.284
H -3.851 -3.662 1.945 0.087 -0.059 0.004 -0.068
H -5.603 -3.716 1.758 -0.036 -0.004 -0.006 0.596
H -4.351 -2.987 -1.729 0.007 0.044 -0.062 0.276
H -5.437 -4.051 -0.835 -0.021 -0.017 0.005 0.553
H -3.698 -4.166 -0.580 0.061 -0.022 0.023 -0.044
H -1.079 -4.647 3.161 0.016 0.044 0.042 0.317
H -0.666 -6.187 2.402 0.038 -0.061 0.001 0.454
H -2.308 -5.555 2.268 -0.067 -0.007 -0.014 0.374
H 0.774 -3.462 1.890 -0.007 0.033 0.055 0.234
H 0.868 -3.608 0.130 -0.060 -0.036 0.013 0.138
H 1.243 -4.998 1.155 0.024 -0.050 0.007 0.674
H -2.176 -5.770 -0.199 -0.057 -0.004 0.001 0.416
H -0.487 -6.266 -0.235 0.027 -0.044 0.017 0.494
H -0.994 -4.832 -1.127 0.025 0.053 -0.046 0.239
C 0.544 3.320 -5.953 0.003 -0.014 0.037 -0.625
C 0.823 1.973 -6.144 0.002 -0.024 0.007 -0.634
C 0.940 1.112 -5.065 -0.100 0.085 -0.134 -0.775
C 0.765 1.624 -3.788 -0.016 -0.080 0.118 -0.177
C 0.504 2.967 -3.579 0.031 0.218 -0.018 0.846
C 0.389 3.819 -4.668 0.015 -0.106 0.012 -1.113
N 0.857 0.767 -2.654 -0.396 -0.192 0.242 2.044
N 1.791 -0.248 -2.822 -0.117 0.098 0.129 -0.765
C 2.160 -0.764 -1.679 0.257 -0.258 -0.021 -1.155
C 3.020 -1.923 -1.714 -0.150 0.150 0.094 -1.014
C 3.382 -2.528 -0.570 0.038 -0.040 0.091 -0.898
C 2.907 -2.070 0.710 -0.029 0.164 -0.057 -0.469
C 2.121 -0.984 0.796 0.088 -0.019 -0.010 0.446
C 1.777 -0.164 -0.375 -0.416 0.421 0.150 3.283
H 0.459 3.980 -6.805 -0.005 0.023 -0.025 0.442
H 0.951 1.583 -7.144 0.002 0.006 -0.039 0.394
H 1.156 0.064 -5.207 0.009 -0.014 0.034 0.480
H 0.442 3.354 -2.570 0.027 -0.072 -0.112 0.306
H 0.195 4.869 -4.506 -0.009 0.058 -0.012 0.518
H 3.336 -2.281 -2.682 0.015 -0.016 -0.082 0.643
H 4.031 -3.392 -0.607 0.032 -0.045 0.013 0.426
H 3.185 -2.613 1.601 0.015 -0.026 0.037 0.456
H 1.779 -0.654 1.766 -0.001 0.018 0.003 -0.946
F -1.942 6.081 -1.143 -0.054 -0.055 0.028 -0.203
C -0.879 5.448 -0.689 0.135 0.097 0.122 0.507
F 0.061 5.426 -1.619 -0.040 -0.064 0.037 -0.153
F -0.429 6.046 0.400 -0.092 -0.109 -0.163 -0.153
S -1.384 3.712 -0.200 0.122 -0.131 -0.349 1.253
O -0.192 2.831 -0.334 -0.277 -0.088 -0.240 -0.814
O -1.966 3.808 1.091 -0.013 -0.001 0.025 -0.737
N -2.412 3.392 -1.407 0.042 0.224 0.490 -0.681
S -2.652 1.884 -1.611 0.194 -0.353 0.162 1.480
O -2.142 1.124 -0.399 -1.057 0.434 -0.594 -1.883
O -2.041 1.276 -2.772 -0.262 0.408 0.068 -0.658
C -4.497 1.639 -1.675 -0.127 0.210 -0.094 0.702
F -5.013 2.620 -2.391 0.079 -0.017 0.033 -0.183
F -4.739 0.484 -2.251 0.093 -0.110 -0.019 -0.156
F -4.967 1.666 -0.447 0.064 0.016 0.053 -0.180
C 2.127 5.197 2.061 0.004 0.007 0.063 -0.558
C 2.441 5.245 0.712 0.052 -0.016 -0.055 -0.840
C 2.671 4.071 0.011 0.017 0.047 0.021 -0.484
C 2.611 2.831 0.650 0.010 -0.113 0.136 1.080
C 2.311 2.805 2.013 -0.014 0.044 -0.022 0.220
C 2.058 3.975 2.713 0.009 -0.011 -0.021 -0.909
Si 3.098 1.329 -0.327 0.029 0.165 -0.172 -0.191
C 4.709 0.627 0.264 0.087 -0.120 -0.101 0.650
C 5.616 0.184 -0.701 0.040 -0.003 0.061 -0.311
C 6.830 -0.382 -0.335 -0.046 0.017 0.006 -0.749
C 7.151 -0.513 1.005 0.023 -0.020 0.034 -0.536
C 6.265 -0.071 1.979 0.006 0.006 -0.010 -0.802
C 5.056 0.493 1.610 0.043 0.065 -0.047 -0.112
H 1.944 6.112 2.608 -0.012 0.039 0.017 0.445
H 2.506 6.198 0.205 0.004 0.026 -0.012 0.479
H 2.909 4.123 -1.044 0.025 -0.003 -0.077 0.386
H 2.271 1.865 2.546 0.027 -0.065 0.028 0.244
H 1.822 3.936 3.768 -0.007 -0.003 0.035 0.460
H 3.254 1.700 -1.748 -0.050 0.124 0.049 -0.394
H 5.381 0.285 -1.753 -0.043 0.014 -0.071 0.414
H 7.524 -0.712 -1.095 0.036 -0.021 -0.045 0.430
H 8.096 -0.951 1.295 0.039 -0.012 0.009 0.403
H 6.523 -0.160 3.025 0.008 -0.006 0.042 0.446
H 4.390 0.844 2.387 -0.075 0.022 0.038 0.273
```
Forces are in eV/Å.

Properties
Total charge: +1
Energy relative to the best compared isomer or geometry (same formula, charge and spin), kcal per mole: 22.33
HOMO-LUMO gap, Ha: 0.236
DFT total energy, eV: -125088.3125
M, g mol⁻¹: 1105.12
F_max, eV Å⁻¹: 2.23

---

A 7-piece molecular cluster, C38H47N6O overall. Source: the Open Molecules 2025 dataset; level of theory: ωB97M-V with the def2-TZVPD basis set.

The geometry in XYZ format:
```
92
Properties=species:S:1:pos:R:3:forces:R:3:mulliken_charge:R:1
C 8.031 -2.391 1.871 0.139 -0.015 0.104 -1.273
C 7.026 -1.632 1.012 -0.124 0.231 -0.237 -0.132
C 5.983 -2.498 0.283 0.055 0.018 0.132 -0.979
C 4.572 -1.887 0.321 0.012 -0.014 -0.126 -0.182
C 4.131 -1.410 1.704 0.112 -0.218 0.038 -1.106
C 2.617 -1.468 1.807 -0.118 0.151 -0.098 0.144
C 1.931 -2.874 1.814 0.043 -0.133 0.027 -0.661
C 0.783 -3.038 0.816 0.032 0.050 -0.124 -0.382
O 1.178 -3.711 -0.393 -0.168 0.186 -0.072 -0.589
H 8.904 -2.758 1.318 -0.128 -0.036 -0.105 0.393
H 8.403 -1.757 2.679 0.051 -0.044 -0.029 0.295
H 7.551 -3.248 2.350 0.016 0.048 0.028 0.300
H 7.554 -1.008 0.279 0.015 -0.029 0.062 0.385
H 6.450 -0.939 1.633 0.052 -0.105 0.080 0.338
H 5.934 -3.482 0.769 0.016 0.066 0.034 0.270
H 6.300 -2.677 -0.753 -0.047 -0.067 0.016 0.371
H 4.536 -1.066 -0.420 -0.054 0.013 0.091 0.205
H 3.899 -2.669 -0.109 0.049 0.007 -0.011 -0.095
H 4.570 -2.109 2.448 -0.093 0.051 0.020 -0.222
H 2.183 -0.922 0.952 0.086 0.051 0.045 0.122
H 2.261 -0.913 2.686 0.004 -0.063 0.000 0.226
H 2.687 -3.633 1.583 -0.070 -0.007 -0.010 0.405
H 1.561 -3.115 2.819 0.050 0.097 0.004 0.413
H -0.051 -3.634 1.197 0.104 -0.054 0.091 0.322
H 0.392 -2.043 0.571 -0.126 -0.077 0.031 0.124
H 1.744 -3.100 -0.878 0.176 -0.069 0.092 0.337
N -0.483 0.499 1.380 -0.052 -0.062 -0.084 -0.220
C -0.703 1.554 0.599 0.000 0.037 0.055 -0.236
C -0.916 2.836 1.086 0.022 -0.010 -0.006 -0.577
C -0.890 3.031 2.458 0.015 -0.006 -0.016 -0.159
C -0.645 1.944 3.281 -0.035 -0.008 -0.005 -0.742
C -0.448 0.701 2.693 0.009 0.045 0.010 -0.445
H -0.701 1.374 -0.469 0.000 0.033 -0.003 0.356
H -1.089 3.650 0.394 -0.002 0.005 0.008 0.431
H -1.051 4.017 2.879 0.004 0.000 -0.001 0.383
H -0.620 2.031 4.358 0.007 0.008 -0.004 0.419
H -0.247 -0.168 3.311 0.005 -0.009 -0.015 0.720
N -1.567 2.313 -3.018 -0.021 0.001 0.039 -0.392
C -1.564 2.991 -4.163 -0.026 -0.003 -0.012 -0.374
C -1.819 2.413 -5.398 -0.047 0.063 -0.010 -0.507
C -2.109 1.060 -5.451 -0.002 -0.002 0.001 -0.197
C -2.126 0.343 -4.265 0.029 0.014 -0.005 -0.802
C -1.840 1.010 -3.082 -0.057 -0.013 -0.023 -0.007
H -1.367 4.056 -4.091 0.059 -0.012 0.019 0.420
H -1.835 3.022 -6.292 0.062 0.000 0.001 0.352
H -2.342 0.569 -6.386 0.023 -0.033 0.011 0.685
H -2.360 -0.713 -4.256 0.016 0.000 0.001 0.403
H -1.841 0.471 -2.141 0.011 0.002 0.000 0.454
N -4.876 3.793 -6.536 -0.027 -0.009 -0.004 -0.201
C -5.211 4.840 -7.287 -0.001 0.038 0.027 -0.375
C -5.508 6.091 -6.768 0.000 -0.002 -0.009 -0.424
C -5.459 6.267 -5.393 0.002 -0.015 -0.005 -0.182
C -5.115 5.185 -4.600 0.024 0.002 -0.001 -0.862
C -4.830 3.975 -5.217 -0.034 -0.054 0.000 0.004
H -5.241 4.672 -8.358 0.005 -0.017 0.001 0.388
H -5.769 6.906 -7.430 0.000 0.000 0.005 0.370
H -5.682 7.228 -4.950 0.000 -0.001 -0.001 0.371
H -5.058 5.267 -3.523 0.001 0.005 -0.004 0.393
H -4.547 3.111 -4.625 -0.001 0.000 0.007 0.474
N -4.281 -0.818 -7.027 0.039 0.006 -0.026 -0.207
C -5.095 0.238 -7.043 0.002 -0.023 0.001 0.111
C -6.437 0.157 -7.390 -0.004 0.008 -0.001 -0.645
C -6.959 -1.078 -7.736 0.009 0.007 0.003 -0.326
C -6.120 -2.181 -7.724 0.012 -0.017 0.004 -0.373
C -4.792 -1.999 -7.364 -0.087 0.026 0.007 -0.328
H -4.661 1.196 -6.773 -0.016 -0.015 -0.013 0.311
H -7.048 1.049 -7.384 0.006 0.003 0.003 0.386
H -8.002 -1.181 -8.009 0.000 -0.002 0.000 0.371
H -6.481 -3.167 -7.985 -0.003 0.004 0.000 0.367
H -4.111 -2.842 -7.341 0.013 0.008 -0.001 0.372
N 7.053 -2.147 5.202 0.069 -0.141 -0.031 -0.171
C 6.345 -1.052 5.462 -0.075 0.013 -0.078 -0.045
C 6.061 -0.625 6.755 -0.003 -0.015 0.013 -0.631
C 6.529 -1.376 7.820 -0.007 0.005 -0.022 -0.161
C 7.260 -2.525 7.555 0.012 -0.025 -0.002 -0.520
C 7.492 -2.866 6.230 -0.039 0.133 0.110 -0.183
H 5.974 -0.510 4.598 -0.021 -0.014 -0.036 0.299
H 5.476 0.271 6.910 0.001 -0.003 -0.003 0.367
H 6.325 -1.075 8.841 0.002 0.000 0.002 0.353
H 7.640 -3.148 8.355 -0.004 0.004 0.004 0.346
H 8.059 -3.758 5.984 0.004 0.000 -0.010 0.343
N -1.998 0.167 5.821 0.069 0.046 0.023 -0.183
C -2.015 -0.165 7.108 -0.074 -0.048 -0.008 -0.221
C -3.062 -0.852 7.706 0.012 -0.001 0.005 -0.477
C -4.146 -1.216 6.923 0.009 0.005 0.001 -0.167
C -4.136 -0.878 5.580 0.002 0.001 -0.023 -0.692
C -3.042 -0.188 5.076 -0.005 -0.019 0.022 0.012
H -1.148 0.128 7.691 0.005 0.012 -0.011 0.357
H -3.020 -1.098 8.759 -0.003 -0.001 -0.003 0.347
H -4.980 -1.756 7.351 0.001 0.000 -0.001 0.365
H -4.955 -1.146 4.925 0.001 -0.002 0.005 0.347
H -2.994 0.087 4.028 0.002 0.009 0.003 0.322
```
Forces are in eV/Å.

Properties
Total charge: -1
HOMO-LUMO gap, Ha: 0.098
DFT total energy, eV: -51153.1402
M, g mol⁻¹: 603.84
F_max, eV Å⁻¹: 0.35

---

A 2-piece molecular cluster, C38H47NO3 overall at a distorted geometry. Source: the Open Molecules 2025 dataset; level of theory: ωB97M-V with the def2-TZVPD basis set.

The geometry in XYZ format:
```
89
Properties=species:S:1:pos:R:3:forces:R:3:mulliken_charge:R:1
C 2.326 -2.882 0.809 -0.031 -0.079 -0.017 -1.685
C 1.029 -2.329 0.250 -0.846 0.094 -0.031 0.636
O 0.090 -2.065 1.294 1.319 -0.528 -0.833 -0.076
C -0.992 -1.260 1.003 -0.959 1.968 1.473 -0.163
C -1.234 -0.406 2.174 0.068 -1.210 -1.634 2.032
C -2.430 0.406 2.293 -0.671 -0.422 1.142 0.082
O -3.049 0.460 3.380 0.676 0.441 -0.860 -0.720
C -2.972 1.205 1.123 0.140 0.031 0.071 -0.377
C -4.069 0.468 0.356 -0.157 -0.006 -0.599 -0.799
C -5.208 -0.150 1.190 -0.231 0.204 -0.137 -1.089
C -5.195 -1.689 1.228 -0.189 0.023 -0.210 -0.582
C -5.208 -2.295 2.630 -0.121 -0.298 0.114 -0.815
C -4.344 -3.556 2.742 0.191 0.130 0.017 -1.347
C -2.834 -3.309 2.689 0.116 0.071 -0.328 0.947
C -2.283 -2.679 3.960 -0.363 -0.009 0.118 -0.745
C -0.805 -2.314 3.892 0.376 0.284 0.136 -0.836
C -0.523 -0.860 3.425 -0.291 0.078 0.497 -1.540
O -1.608 -1.340 -0.058 0.919 -0.035 -0.196 -0.752
H 3.071 -2.823 0.009 0.007 -0.033 0.281 0.289
H 2.679 -2.292 1.664 -0.145 -0.117 -0.178 0.338
H 2.243 -3.932 1.104 -0.081 0.179 0.084 0.355
H 1.254 -1.374 -0.251 -0.005 -0.199 0.056 -0.405
H 0.560 -2.995 -0.489 0.286 0.134 0.033 0.409
H -3.378 2.156 1.494 0.202 -0.221 0.205 0.640
H -2.134 1.424 0.453 -0.219 0.035 -0.123 -0.631
H -4.523 1.188 -0.343 0.257 -0.117 0.004 0.504
H -3.553 -0.300 -0.235 -0.419 0.150 0.066 0.256
H -5.181 0.259 2.208 0.012 -0.130 -0.202 0.558
H -6.169 0.163 0.751 0.278 0.047 0.163 0.468
H -6.095 -2.057 0.714 0.269 0.032 -0.046 0.581
H -4.350 -2.070 0.641 0.001 0.110 0.207 0.274
H -4.926 -1.553 3.389 0.105 -0.154 -0.196 0.384
H -6.243 -2.587 2.847 0.103 0.092 0.210 0.428
H -4.594 -4.043 3.691 0.060 -0.223 -0.116 0.408
H -4.592 -4.233 1.915 -0.211 -0.036 0.175 0.348
H -2.310 -4.262 2.505 -0.130 0.163 0.078 0.388
H -2.585 -2.670 1.828 -0.286 -0.271 0.235 -0.686
H -2.856 -1.772 4.193 0.095 -0.172 0.037 0.131
H -2.458 -3.398 4.776 0.071 0.178 -0.045 0.538
H -0.397 -2.414 4.905 0.192 -0.028 -0.128 0.458
H -0.260 -2.995 3.223 -0.221 -0.004 0.438 0.166
H 0.559 -0.745 3.267 -0.023 -0.060 0.226 0.334
H -0.823 -0.188 4.239 0.071 -0.047 -0.153 0.568
C 1.679 -4.264 -3.243 0.043 0.362 -0.206 -0.406
C 1.130 -3.442 -4.235 0.017 -0.140 0.043 -0.650
C 1.585 -2.136 -4.408 0.047 0.112 0.319 -0.152
C 2.569 -1.632 -3.551 0.414 -0.392 -0.053 -0.433
C 2.939 -0.172 -3.572 0.127 -0.702 -0.419 -0.511
N 2.343 0.560 -2.438 -1.542 -0.251 1.504 0.715
C 3.180 1.646 -1.872 0.071 0.172 0.239 -1.233
C 3.182 2.963 -2.609 0.033 0.457 -0.299 1.119
C 3.673 4.072 -1.904 -0.370 -0.113 -0.117 -0.523
C 3.635 5.347 -2.464 0.085 -0.305 0.014 -0.643
C 3.150 5.526 -3.761 0.129 -0.329 0.013 -0.542
C 2.720 4.415 -4.491 0.124 -0.061 0.245 -0.761
C 2.743 3.130 -3.924 -0.059 0.328 0.101 -0.165
C 1.197 0.180 -1.863 0.884 -0.750 -1.461 -1.636
C 0.389 1.007 -1.028 -0.121 0.718 2.220 -0.563
C 0.532 1.236 0.340 0.440 -0.266 -1.804 0.417
C 0.699 2.600 0.812 -1.141 1.733 1.020 1.069
C 0.900 2.887 2.195 0.251 -0.417 -0.780 -0.506
C 1.392 4.127 2.604 -0.082 -0.005 -0.077 -0.625
C 1.624 5.142 1.663 -0.295 -0.660 -0.090 -0.653
C 1.272 4.930 0.323 -0.161 -0.062 0.440 -0.716
C 0.773 3.700 -0.093 0.320 -0.511 0.301 -0.505
C 3.201 -2.482 -2.632 -0.344 -0.148 -0.082 -0.137
C 2.738 -3.790 -2.467 0.119 -0.003 -0.037 -0.543
H 1.290 -5.271 -3.085 0.134 0.308 -0.086 0.429
H 0.327 -3.816 -4.869 0.191 0.048 0.137 0.385
H 1.171 -1.482 -5.187 0.027 -0.339 0.384 0.330
H 4.021 -0.025 -3.486 -0.189 -0.084 -0.105 0.590
H 2.606 0.261 -4.528 0.080 0.073 0.468 0.348
H 2.859 1.816 -0.838 -0.058 -0.053 -0.269 0.207
H 4.219 1.274 -1.826 -0.467 -0.155 -0.051 0.634
H 4.022 3.918 -0.880 -0.091 0.187 -0.257 0.350
H 3.978 6.195 -1.874 -0.044 -0.140 -0.181 0.418
H 3.149 6.521 -4.206 -0.114 -0.280 0.088 0.392
H 2.364 4.547 -5.509 0.049 -0.052 0.133 0.410
H 2.410 2.275 -4.518 0.003 0.414 0.232 0.217
H 0.799 -0.797 -2.150 0.237 0.216 -0.632 0.935
H -0.392 1.545 -1.575 0.635 0.490 -0.231 0.758
H 0.745 0.424 1.033 0.789 0.160 -0.142 0.069
H 0.721 2.075 2.908 0.113 0.340 -0.169 0.363
H 1.602 4.298 3.667 -0.099 -0.058 -0.520 0.405
H 2.068 6.077 1.976 -0.064 0.052 -0.014 0.404
H 1.408 5.722 -0.409 -0.075 -0.096 0.129 0.530
H 0.517 3.560 -1.151 0.293 -0.004 0.482 0.322
H 4.045 -2.114 -2.036 -0.405 -0.098 -0.151 0.387
H 3.196 -4.443 -1.718 -0.147 0.259 -0.316 0.426
```
Forces are in eV/Å.

Properties
Total charge: 0
Energy relative to the best compared isomer or geometry (same formula, charge and spin), kcal per mole: 0.00
HOMO-LUMO gap, Ha: 0.175
DFT total energy, eV: -47796.6812
M, g mol⁻¹: 565.80
F_max, eV Å⁻¹: 2.64

---

no.,HOMO energy (Eh)
1,-0.381
2,-0.030
3,-0.224